[1]
Molecular formula: C17H22N5O2RuS2
Method: DFT, ωB97M-V with the def2-TZVPD basis set

Its highest occupied orbital energy is -11.4 eV. For the total energy, the calculation gives -1976.3113 Eh.

ORCA input file:
```
! wB97M-V def2-TZVPD RIJCOSX def2/J DEFGRID3
* xyz 1 1
Ru -0.48 -0.34 0.47
C 0.40 -5.58 -2.58
S 1.16 -5.14 -1.00
C 0.44 -3.62 -0.54
S -0.49 -2.68 -1.74
N 0.63 -3.33 0.70
N 0.09 -2.19 1.23
C 0.07 -2.22 2.52
C -0.58 -1.12 3.21
C -0.76 -1.09 4.58
C -1.50 -0.06 5.13
C -2.04 0.91 4.30
C -1.80 0.82 2.93
N -1.08 -0.16 2.40
H 0.84 -6.55 -2.82
H 0.65 -4.87 -3.36
H -0.67 -5.70 -2.48
H 0.47 -3.07 3.06
H -0.34 -1.88 5.19
H -1.65 -0.01 6.20
H -2.63 1.72 4.68
H -2.20 1.55 2.24
C -1.60 5.18 -0.45
N -0.80 4.04 -0.01
C 0.41 4.20 0.58
C 1.17 3.16 1.00
C 0.62 1.88 0.77
O 1.14 0.74 1.07
N -0.58 1.72 0.18
C -1.36 2.77 -0.22
O -2.47 2.65 -0.70
H -1.03 6.09 -0.28
H -2.53 5.21 0.11
H -1.83 5.08 -1.50
H 0.74 5.22 0.69
H 2.13 3.29 1.47
C 1.95 -1.57 -3.63
C 0.92 -0.62 -3.03
C 1.49 0.79 -2.85
C 0.45 -1.12 -1.66
H 2.30 -1.19 -4.59
H 1.54 -2.56 -3.79
H 2.82 -1.66 -2.97
H 0.05 -0.56 -3.70
H 2.37 0.77 -2.20
H 0.76 1.47 -2.42
H 1.80 1.20 -3.81
H 1.32 -1.24 -1.02
H -0.29 -0.32 -1.36
*
```

***

[2]
Molecular formula: C17H22N6O2S2
Method: DFT, ωB97M-V with the def2-TZVPD basis set

Its highest occupied orbital energy is -7.2 eV. As for the SMILES: CN(C)S(=O)(=O)N1CCN(Cc2ccc3c(c2)Nc2nccnc2S3)CC1. For the total energy, the calculation gives -1936.2795 Eh.

ORCA input file:
```
! wB97M-V def2-TZVPD RIJCOSX def2/J DEFGRID3
* xyz 0 1
C -4.24 -5.21 2.86
N -3.69 -5.05 1.44
C -4.42 -5.81 0.35
S -3.45 -3.42 0.92
O -4.21 -2.46 1.74
O -3.65 -3.23 -0.53
N -1.79 -2.99 1.27
C -0.92 -3.77 0.49
C 0.50 -3.21 0.51
N 0.62 -1.72 0.34
C 0.45 -1.27 -1.04
C 0.94 0.13 -1.30
C 2.30 0.39 -1.21
C 2.92 1.62 -1.22
C 2.12 2.66 -1.59
C 0.74 2.51 -1.89
C 0.18 1.24 -1.71
N -0.16 3.54 -2.25
C 0.34 4.81 -2.51
N -0.57 5.63 -3.02
C -0.20 6.91 -3.28
C 1.08 7.39 -2.91
N 2.07 6.59 -2.48
C 1.67 5.30 -2.34
S 2.86 4.15 -1.83
C -0.13 -1.13 1.41
C -1.58 -1.53 1.29
H -3.49 -4.67 3.48
H -5.22 -4.75 3.09
H -4.24 -6.20 3.27
H -4.92 -6.59 0.84
H -5.14 -5.16 -0.10
H -3.70 -6.21 -0.37
H -1.30 -3.61 -0.59
H -0.94 -4.81 0.77
H 0.94 -3.41 1.52
H 1.05 -3.85 -0.21
H -0.60 -1.42 -1.25
H 1.09 -2.00 -1.57
H 2.90 -0.45 -0.98
H 3.92 1.84 -1.02
H -0.88 1.13 -1.87
H -1.08 3.41 -2.08
H -0.96 7.62 -3.72
H 1.27 8.44 -3.03
H -0.06 -0.06 1.56
H 0.15 -1.58 2.37
H -2.10 -0.98 2.10
H -1.96 -1.17 0.36
*
```

***

How do the records compare in energy above the lowest of the compared OMol25 structures with the same formula, charge and spin? In the order shown, they have 89.8; 312.7 kJ/mol.
How do the records compare in frontier orbital gap? In the order shown, they have 7.25; 7.60 eV.